Entry 1:
ORCA calculation (wB97M-V/def2-TZVPD) on a 2-piece molecular cluster, C16H22F9N6O8 overall in a non-equilibrium geometry.

XYZ file:
```
61
Properties=species:S:1:pos:R:3:lowdin_charge:R:1
F -0.087 -0.940 -1.809 0.127
F -0.550 0.045 0.070 0.162
F 0.047 1.724 -1.760 0.123
F -3.239 -3.677 2.219 0.149
F -1.301 -4.627 2.176 0.160
F -2.412 -4.355 0.327 0.171
F 1.751 1.701 -0.407 0.167
F 1.626 -2.365 -0.876 0.109
F 2.656 -0.768 0.159 0.115
O 1.097 -3.143 1.422 0.184
O 1.904 1.462 -3.491 0.190
O -0.398 -0.280 4.281 0.036
O -1.542 -2.594 1.253 0.072
O 1.809 0.735 2.036 0.014
O 2.208 0.833 4.269 0.001
O -3.670 4.689 -5.451 -0.194
O 2.810 -0.333 -2.534 0.122
N -1.267 1.890 3.663 0.181
N 0.106 -1.242 2.225 0.040
N -3.763 1.797 -5.581 0.038
N 3.519 -1.493 5.317 0.083
N 2.824 -3.735 4.614 0.060
N 3.368 -2.069 3.016 0.123
C 0.743 -0.811 3.463 -0.266
C -2.488 2.514 -5.692 -0.432
C 1.270 -1.942 4.351 -0.032
C -0.854 0.877 3.975 -0.376
C 1.096 0.983 -1.317 -0.370
C -3.257 5.236 -4.212 -0.106
C 0.463 -0.316 -0.727 -0.321
C -1.208 -1.830 2.418 -0.105
C 2.765 -2.266 4.313 -0.627
C 1.441 -1.325 -0.017 -0.321
C 0.905 -1.978 1.303 -0.280
C -2.678 3.965 -6.153 -0.216
C -1.722 2.384 -4.380 -0.070
C 1.713 0.375 3.220 -0.657
C 1.984 0.737 -2.564 -0.406
C -2.101 -3.786 1.497 -0.706
H -3.395 4.528 -3.393 0.078
H -4.378 2.348 -4.989 0.067
H 4.370 -2.021 5.481 0.066
H 2.560 -3.893 5.578 0.064
H -1.937 -1.032 2.477 0.141
H -4.225 1.790 -6.487 0.066
H -1.298 -2.430 3.320 0.138
H -2.341 2.630 -3.518 0.069
H -3.882 6.107 -4.014 0.084
H 0.732 -2.841 4.074 0.110
H 3.694 -0.027 -2.301 0.138
H -2.211 5.555 -4.244 0.090
H -1.897 2.016 -6.467 0.133
H 3.702 -2.932 2.620 0.079
H 3.784 -4.039 4.512 0.057
H 3.007 -1.559 6.188 0.069
H -0.844 3.032 -4.368 0.081
H 4.117 -1.398 3.103 0.093
H -3.015 3.951 -7.193 0.117
H 0.992 -1.730 5.376 0.124
H -1.725 4.511 -6.130 0.118
H -1.378 1.361 -4.240 0.076
```

Values from the calculation:
charge = -1
calculated total energy = -66726.6503 eV

***

Entry 2:
ORCA calculation (wB97M-V/def2-TZVPD) on the molecule C16H22N2O.

XYZ file:
```
41
Properties=species:S:1:pos:R:3:lowdin_charge:R:1
O -1.490 -0.540 0.992 -0.044
N 4.432 -1.033 -1.307 0.012
N 3.850 -2.019 -0.623 0.069
C 3.149 -1.435 0.333 -0.319
C 1.504 1.730 0.444 -0.185
C -2.638 -0.113 0.394 -0.260
C 3.289 -0.028 0.263 -0.163
C -4.200 1.496 -0.452 -0.083
C 2.361 -2.238 1.307 -0.026
C -5.699 -1.935 -0.927 -0.051
C -2.980 1.209 0.141 -0.035
C 4.129 0.190 -0.813 -0.261
C -4.748 -0.840 -0.549 -0.282
C 0.344 0.803 0.084 -0.164
C -0.473 0.388 1.310 -0.202
C 4.662 1.441 -1.411 -0.019
C -5.078 0.490 -0.797 -0.068
C -3.533 -1.126 0.043 0.030
C 2.664 1.006 1.141 -0.145
H 2.312 0.537 2.060 0.104
H 0.160 -0.144 2.024 0.116
H -5.332 -2.902 -0.594 0.073
H -0.890 1.269 1.814 0.125
H 4.042 1.764 -2.249 0.083
H -6.677 -1.759 -0.482 0.081
H -4.460 2.527 -0.645 0.103
H 1.292 -2.112 1.137 0.068
H -5.827 -1.966 -2.009 0.082
H -2.321 2.023 0.400 0.102
H 1.141 2.532 1.093 0.113
H 3.418 1.750 1.414 0.113
H -3.246 -2.146 0.252 0.122
H 5.026 -1.249 -2.091 0.155
H 2.611 -3.288 1.185 0.077
H 1.882 2.187 -0.472 0.107
H -0.316 1.305 -0.627 0.110
H 4.671 2.235 -0.669 0.078
H -6.023 0.729 -1.261 0.108
H 5.676 1.288 -1.777 0.078
H 2.586 -1.932 2.327 0.079
H 0.729 -0.095 -0.402 0.118
```

Values from the calculation:
SMILES = Cc1cccc(OCCCCc2c(C)n[nH]c2C)c1
calculated total energy = -21976.7664 eV

***

Entry 3:
ORCA calculation (wB97M-V/def2-TZVPD) on C16H22N2PtSe2SiTe2 as an isolated structure.

XYZ file:
```
46
Properties=species:S:1:pos:R:3:lowdin_spin:R:1
Pt -0.543 1.180 0.163 0.275
Te -1.041 3.637 -0.501 1.133
Te -3.033 5.092 3.946 0.012
Se -2.177 2.100 1.653 0.373
Se -1.347 3.212 3.583 0.034
Si 1.949 0.008 -1.902 0.003
N -1.963 -0.301 -1.673 0.008
N 0.286 0.137 -1.552 0.017
C -0.723 -0.577 -2.119 0.004
C 0.497 0.032 2.839 0.013
C 1.319 0.945 3.496 0.007
C -0.560 -1.578 -3.123 0.000
C 2.857 1.383 -1.033 0.003
C 1.297 1.077 4.878 0.001
C -3.034 -0.901 -2.176 0.001
C 0.433 0.306 5.646 0.008
C -2.953 -1.870 -3.173 0.000
C 2.702 -1.616 -1.371 0.000
C -0.372 -0.727 3.621 0.010
C 2.327 0.169 -3.741 0.000
C 0.561 -0.138 1.358 0.071
C -4.344 -0.467 -1.581 0.000
C -0.408 -0.594 5.004 0.000
C -1.675 -2.203 -3.631 0.001
H -3.844 -2.346 -3.561 0.000
H -1.556 -2.966 -4.394 0.000
H 1.580 0.020 1.003 0.002
H 2.052 -0.721 -4.312 0.000
H 1.933 1.815 5.353 0.000
H 0.231 -1.136 1.055 0.011
H -1.106 -1.189 5.581 0.000
H 1.789 1.021 -4.169 0.000
H 3.564 1.877 -1.708 0.000
H -1.038 -1.426 3.127 0.001
H 3.418 1.015 -0.168 0.000
H 3.769 -1.641 -1.624 0.000
H -4.403 -0.778 -0.536 0.000
H 2.597 -1.742 -0.290 0.000
H 2.139 2.125 -0.673 0.008
H -4.402 0.622 -1.583 0.000
H -5.192 -0.885 -2.127 0.000
H 0.429 -1.841 -3.472 0.000
H 0.400 0.424 6.722 0.001
H 3.402 0.336 -3.875 0.000
H 1.970 1.577 2.900 0.000
H 2.214 -2.466 -1.857 0.000
```

Values from the calculation:
charge = -2
2S+1 = 3
calculated total energy = -176335.9704 eV

***

Entry 4:
ORCA calculation (wB97M-V/def2-TZVPD) on C16H22N4O2S as an isolated structure.

XYZ file:
```
45
Properties=species:S:1:pos:R:3:lowdin_charge:R:1
S 3.884 1.838 -1.573 1.025
O 6.691 -0.610 0.038 0.073
O -1.056 1.996 0.100 0.084
N 3.498 1.841 -3.170 -0.260
N 0.908 0.894 0.346 0.095
N 0.890 -1.873 -1.558 0.200
N 5.592 0.624 1.569 0.074
C 1.434 1.744 1.400 -0.161
C -0.507 0.520 -4.069 -0.083
C 2.085 0.906 2.464 -0.082
C 3.762 -0.401 -2.657 -0.082
C -0.281 1.129 -0.251 -0.448
C 3.477 0.606 -3.620 -0.469
C 4.015 0.137 -1.432 -0.501
C -0.244 1.173 -2.720 -0.171
C 0.229 -0.934 -1.545 -0.182
C -0.598 0.282 -1.504 -0.402
C 4.314 -0.603 -0.162 -0.091
C 3.180 0.344 -5.064 -0.032
C 5.639 -0.197 0.474 -0.491
C 3.389 0.799 2.695 -0.094
C -2.079 -0.109 -1.477 -0.013
C 4.493 1.506 1.957 -0.183
H -2.334 -0.709 -2.348 0.086
H -2.308 -0.686 -0.582 0.099
H 6.514 0.885 1.881 0.142
H -2.679 0.799 -1.466 0.095
H -0.174 1.180 -4.870 0.074
H 2.938 -0.705 -5.227 0.079
H 3.727 0.133 3.483 0.112
H 4.409 -1.660 -0.404 0.135
H 1.404 0.312 3.065 0.111
H 4.047 0.596 -5.676 0.084
H 0.034 -0.423 -4.166 0.076
H 2.120 2.480 0.978 0.101
H 3.496 -0.502 0.552 0.093
H -1.567 0.324 -4.227 0.072
H -0.830 2.088 -2.612 0.129
H 3.755 -1.462 -2.860 0.122
H 0.810 1.455 -2.646 0.102
H 4.111 2.055 1.097 0.061
H 0.586 2.294 1.809 0.125
H 2.348 0.958 -5.401 0.068
H 1.524 0.208 -0.063 0.096
H 4.931 2.255 2.619 0.131
```

Values from the calculation:
calculated total energy = -37840.2222 eV

***

Entry 5:
ORCA calculation (wB97M-V/def2-TZVPD) on the molecule C16H22N4O2S2.

XYZ file:
```
46
Properties=species:S:1:pos:R:3:lowdin_charge:R:1
S 2.703 -0.840 0.620 0.587
S 4.557 1.511 0.330 1.047
O 2.268 -0.173 1.813 -0.288
O 2.790 -2.268 0.604 -0.278
N -1.315 4.357 -0.427 0.058
N -1.071 -0.286 0.227 -0.142
N 1.789 -0.395 -0.700 -0.117
N -2.572 -2.614 -0.300 -0.229
C -2.927 3.304 0.967 -0.054
C 1.031 0.834 -0.648 -0.188
C -0.735 -1.535 0.874 -0.163
C -2.014 -2.357 1.015 -0.183
C 5.341 -0.833 -0.359 -0.139
C 6.420 0.034 -0.634 -0.172
C -0.147 0.824 0.356 -0.263
C -0.585 3.254 -0.391 -0.103
C -2.884 -1.358 -0.953 -0.186
C -0.955 2.105 0.301 -0.151
C -1.615 -0.519 -1.091 -0.161
C 4.273 -0.174 0.164 -0.613
C -2.458 4.383 0.232 -0.158
C -3.722 -3.488 -0.236 -0.104
C -2.161 2.153 0.997 -0.016
C 6.140 1.327 -0.317 -0.389
H -4.552 -3.059 0.348 0.087
H -2.730 -1.810 1.655 0.126
H -2.483 1.281 1.547 0.115
H -3.864 3.364 1.499 0.100
H -4.076 -3.686 -1.247 0.083
H -3.634 -0.780 -0.382 0.127
H 7.358 -0.291 -1.046 0.105
H -3.292 -1.571 -1.944 0.121
H -0.006 -2.138 0.308 0.108
H 1.736 1.614 -0.352 0.095
H -0.912 -1.059 -1.749 0.124
H 6.772 2.185 -0.423 0.066
H 0.672 1.044 -1.660 0.130
H -3.427 -4.431 0.221 0.083
H 0.338 3.312 -0.949 0.107
H 5.338 -1.894 -0.524 0.116
H -3.015 5.307 0.167 0.101
H 0.292 0.749 1.358 0.137
H 1.288 -1.188 -1.069 0.093
H -1.861 0.442 -1.550 0.130
H -1.783 -3.313 1.490 0.123
H -0.310 -1.327 1.858 0.128
```

Values from the calculation:
SMILES = CN1CCN([C@@H](CNS(=O)(=O)c2cccs2)c2cccnc2)CC1
calculated total energy = -48673.7671 eV

***

Look up the calculated total energy of the first one.
-66726.6503 eV

***

calculated total energy of number 2 (C16H22N2O)?
-21976.7664 eV

***

Repeat the second record exactly.
ORCA calculation (wB97M-V/def2-TZVPD) on the molecule C16H22N2O.

XYZ file:
```
41
Properties=species:S:1:pos:R:3:lowdin_charge:R:1
O -1.490 -0.540 0.992 -0.044
N 4.432 -1.033 -1.307 0.012
N 3.850 -2.019 -0.623 0.069
C 3.149 -1.435 0.333 -0.319
C 1.504 1.730 0.444 -0.185
C -2.638 -0.113 0.394 -0.260
C 3.289 -0.028 0.263 -0.163
C -4.200 1.496 -0.452 -0.083
C 2.361 -2.238 1.307 -0.026
C -5.699 -1.935 -0.927 -0.051
C -2.980 1.209 0.141 -0.035
C 4.129 0.190 -0.813 -0.261
C -4.748 -0.840 -0.549 -0.282
C 0.344 0.803 0.084 -0.164
C -0.473 0.388 1.310 -0.202
C 4.662 1.441 -1.411 -0.019
C -5.078 0.490 -0.797 -0.068
C -3.533 -1.126 0.043 0.030
C 2.664 1.006 1.141 -0.145
H 2.312 0.537 2.060 0.104
H 0.160 -0.144 2.024 0.116
H -5.332 -2.902 -0.594 0.073
H -0.890 1.269 1.814 0.125
H 4.042 1.764 -2.249 0.083
H -6.677 -1.759 -0.482 0.081
H -4.460 2.527 -0.645 0.103
H 1.292 -2.112 1.137 0.068
H -5.827 -1.966 -2.009 0.082
H -2.321 2.023 0.400 0.102
H 1.141 2.532 1.093 0.113
H 3.418 1.750 1.414 0.113
H -3.246 -2.146 0.252 0.122
H 5.026 -1.249 -2.091 0.155
H 2.611 -3.288 1.185 0.077
H 1.882 2.187 -0.472 0.107
H -0.316 1.305 -0.627 0.110
H 4.671 2.235 -0.669 0.078
H -6.023 0.729 -1.261 0.108
H 5.676 1.288 -1.777 0.078
H 2.586 -1.932 2.327 0.079
H 0.729 -0.095 -0.402 0.118
```

Values from the calculation:
SMILES = Cc1cccc(OCCCCc2c(C)n[nH]c2C)c1
calculated total energy = -21976.7664 eV